No. 1
{
  "formula": "C35H33CdN12O5S2",
  "method": "ωB97M-V/def2-TZVPD",
  "total_charge": -1,
  "e_above_lowest_ev": 1.123,
  "gap_ev": 5.54,
  "multiplicity": 1,
  "elements": ["Cd", "O", "C", "O", "C", "C", "C", "C", "C", "N", "C", "O", "O", "H", "H", "H", "H", "H", "N", "C", "N", "N", "N", "N", "C", "N", "N", "N", "N", "H", "O", "S", "C", "C", "C", "C", "C", "C", "C", "C", "C", "C", "C", "C", "H", "H", "H", "H", "H", "H", "H", "H", "H", "H", "C", "C", "C", "C", "H", "H", "H", "H", "H", "H", "H", "H", "H", "S", "C", "C", "C", "N", "C", "C", "C", "C", "C", "N", "C", "C", "H", "H", "H", "H", "H", "H", "H", "H"],
  "coordinates": [[-1.5242, 1.0328, -0.7927], [-0.4845, 3.3849, -4.3330], [-1.1007, 2.6143, -3.4156], [-1.4866, 3.0828, -2.3679], [-1.2709, 1.1929, -3.8454], [-1.4695, 0.9144, -5.1646], [-1.8249, -0.4333, -5.4964], [-1.8638, -1.3817, -4.5412], [-1.5065, -1.0543, -3.1673], [-1.2946, 0.2903, -2.8445], [-1.3793, -1.9904, -2.2101], [-1.6462, -3.3303, -2.4231], [-1.0209, -1.6559, -0.9155], [-0.4534, 4.2754, -3.9594], [-1.4226, 1.6950, -5.9077], [-2.0891, -0.6798, -6.5182], [-2.1405, -2.4048, -4.7547], [-2.4581, -3.5525, -1.9509], [-3.4353, 3.4769, 0.8873], [-4.1215, 2.5756, 0.0927], [-5.4075, 2.7084, -0.1692], [-5.7063, 1.6362, -0.9383], [-4.6640, 0.9058, -1.1244], [-3.6158, 1.4757, -0.4667], [-2.0769, 3.4913, 1.1266], [-1.4749, 4.4837, 1.7677], [-0.1900, 4.1003, 1.8527], [-0.0291, 2.9457, 1.2976], [-1.2201, 2.5142, 0.8233], [-3.9313, 4.3212, 1.1098], [0.8782, 1.6360, -1.2277], [1.9597, 1.6711, -0.1831], [2.5891, 3.3519, -0.1595], [3.3627, 3.7874, 0.9035], [3.8382, 5.0899, 0.9016], [3.5199, 5.9442, -0.1469], [2.7146, 5.5012, -1.1893], [2.2419, 4.1969, -1.1969], [3.3821, 0.9598, -1.0767], [4.5591, 0.6833, -0.3912], [5.6094, 0.0648, -1.0515], [5.4741, -0.2882, -2.3898], [4.2919, -0.0154, -3.0659], [3.2392, 0.6085, -2.4079], [3.5690, 3.1211, 1.7351], [4.4426, 5.4439, 1.7279], [3.8856, 6.9639, -0.1426], [2.4481, 6.1764, -1.9933], [1.5967, 3.8223, -1.9842], [4.6509, 0.9577, 0.6558], [6.5303, -0.1513, -0.5244], [6.2900, -0.7817, -2.9036], [4.1836, -0.2977, -4.1055], [2.3006, 0.8236, -2.9090], [0.2162, -3.7579, 0.5351], [1.0901, -2.8870, -0.3673], [1.5190, -3.6445, -1.6247], [0.3967, -1.5640, -0.7050], [0.7813, -4.6162, 0.9092], [-0.6409, -4.1291, -0.0275], [-0.1625, -3.1922, 1.3923], [1.9954, -2.6130, 0.1894], [0.6511, -3.8944, -2.2378], [2.0344, -4.5727, -1.3607], [2.2030, -3.0338, -2.2218], [0.5160, -0.8784, 0.1362], [0.8514, -1.1100, -1.5870], [-1.7672, -1.7406, 6.0387], [-1.5802, -1.0811, 4.3837], [-2.6902, -0.8382, 3.5896], [-2.4850, -0.4150, 2.2845], [-1.2744, -0.2239, 1.7644], [-0.2187, -0.4074, 2.5516], [-0.3162, -0.8394, 3.8665], [-1.9351, -3.4601, 5.5680], [-3.1889, -4.0321, 5.4176], [-3.2637, -5.3636, 5.0299], [-2.1964, -6.1256, 4.7970], [-0.9986, -5.5606, 4.9463], [-0.8135, -4.2401, 5.3309], [-3.6917, -0.9744, 3.9759], [-3.3254, -0.2169, 1.6251], [0.7532, -0.1913, 2.1190], [0.5688, -0.9821, 4.4727], [-4.0839, -3.4509, 5.5970], [-4.2282, -5.8432, 4.8972], [-0.1443, -6.1999, 4.7480], [0.1798, -3.8249, 5.4402]],
  "mulliken_charge": [2.75, -0.53, 0.05, -0.64, 0.17, -0.88, -0.30, -1.36, 0.32, 0.96, -0.09, -0.60, -0.09, 0.42, 0.49, 0.40, 0.44, 0.33, 0.00, 0.00, -0.54, -0.66, -0.61, 0.38, 0.02, -0.74, -0.75, -0.11, 0.51, 0.25, -0.30, -0.01, 0.34, -0.10, -0.76, -0.41, -0.70, -0.13, 0.88, -0.63, -0.64, -0.53, -0.62, -0.34, 0.40, 0.38, 0.38, 0.40, 0.16, 0.35, 0.39, 0.38, 0.44, 0.25, -1.34, 0.63, -1.58, 0.58, 0.45, 0.15, 0.27, 0.42, 0.23, 0.46, 0.33, -0.95, 0.38, -0.16, 0.04, -0.83, -0.60, 0.56, -0.21, -0.66, 0.35, -0.14, -0.38, -0.60, -0.41, -0.17, 0.43, 0.38, 0.24, 0.51, 0.39, 0.35, 0.37, 0.36]
}

No. 2
{
  "formula": "C34H27Cl2N8O2Sc",
  "method": "ωB97M-V/def2-TZVPD",
  "total_charge": 0,
  "e_above_lowest_ev": 0.000,
  "gap_ev": 7.27,
  "multiplicity": 1,
  "elements": ["Sc", "Cl", "C", "C", "C", "N", "C", "O", "C", "C", "C", "C", "C", "N", "C", "C", "C", "Cl", "N", "C", "O", "C", "C", "C", "C", "C", "N", "H", "H", "H", "H", "H", "H", "H", "H", "H", "H", "C", "C", "N", "C", "N", "C", "C", "C", "N", "C", "H", "H", "H", "H", "H", "H", "H", "H", "H", "H", "H", "H", "H", "N", "C", "C", "C", "C", "C", "C", "C", "C", "C", "H", "H", "H", "H"],
  "coordinates": [[0.1670, 0.0165, -0.0461], [-2.8569, 6.1583, 1.5124], [-2.4911, 4.6600, 0.7212], [-1.5821, 3.8003, 1.3219], [-1.2508, 2.5869, 0.7291], [-0.3160, 1.6573, 1.2393], [0.3201, 1.8268, 2.4176], [0.1774, 2.6976, 3.2649], [1.3618, 0.7507, 2.6876], [1.9709, 0.6865, 3.9289], [2.9704, -0.2494, 4.1290], [3.3415, -1.0799, 3.0786], [2.6698, -0.9624, 1.8786], [1.6817, -0.0838, 1.6951], [-1.8644, 2.2285, -0.4947], [-2.7689, 3.1045, -1.0842], [-3.0815, 4.3143, -0.4809], [-4.2212, 5.3583, -1.2655], [-1.4800, 0.9705, -1.0206], [-1.9965, 0.4619, -2.1632], [-2.8513, 0.9300, -2.8995], [-1.3962, -0.8827, -2.5439], [-1.7057, -1.4209, -3.7816], [-1.1441, -2.6327, -4.1385], [-0.2861, -3.2655, -3.2478], [-0.0175, -2.6484, -2.0433], [-0.5624, -1.4828, -1.6915], [-1.1244, 4.0790, 2.2558], [1.6619, 1.3915, 4.6873], [3.4725, -0.3223, 5.0859], [4.1387, -1.8027, 3.1836], [2.9292, -1.5758, 1.0237], [-3.2344, 2.8399, -2.0185], [-2.3786, -0.8715, -4.4242], [-1.3634, -3.0787, -5.1004], [0.1817, -4.2106, -3.4855], [0.6668, -3.0983, -1.3335], [-4.9266, -1.2384, 2.3772], [-4.1590, 0.0033, 1.9785], [-2.9080, -0.4052, 1.3669], [-2.1565, -1.4575, 1.7711], [-0.9276, -1.5638, 1.3258], [-0.1372, -2.7155, 1.7383], [-0.9943, -3.9320, 2.0133], [-2.0215, -3.5377, 3.0516], [-2.7536, -2.3655, 2.5962], [-4.0304, -2.0946, 3.2492], [-5.2078, -1.7954, 1.4809], [-5.8340, -0.9781, 2.9216], [-3.9803, 0.6345, 2.8552], [-4.7089, 0.5987, 1.2522], [-2.4476, 0.2475, 0.7511], [0.4431, -2.4731, 2.6362], [0.5931, -2.9380, 0.9550], [-0.3897, -4.7651, 2.3718], [-1.5043, -4.2418, 1.0974], [-1.5328, -3.3421, 4.0128], [-2.7450, -4.3382, 3.2108], [-3.8652, -1.5999, 4.2136], [-4.5000, -3.0564, 3.4554], [7.7258, 2.7138, -6.3375], [6.8957, 2.3667, -5.6216], [5.8515, 1.9310, -4.7254], [5.2038, 2.8540, -3.9064], [4.2028, 2.4345, -3.0510], [3.8287, 1.0876, -2.9989], [4.4843, 0.1721, -3.8261], [5.4871, 0.5876, -4.6815], [2.7833, 0.6610, -2.1141], [1.8920, 0.2962, -1.3663], [5.4891, 3.8966, -3.9490], [3.6925, 3.1457, -2.4158], [4.1936, -0.8694, -3.7928], [5.9916, -0.1224, -5.3227]],
  "mulliken_charge": [-0.92, -0.23, 0.08, -1.19, -0.09, 0.70, 0.28, -0.77, 0.49, -0.62, -0.48, -0.87, -0.26, 0.41, 0.62, -1.11, 0.09, -0.22, 0.51, 0.45, -0.77, 0.45, -0.85, -0.38, -0.96, -0.10, 0.39, 0.69, 0.53, 0.44, 0.43, 0.49, 0.70, 0.54, 0.43, 0.44, 0.43, -0.74, -0.71, 0.10, 0.32, 0.48, -0.83, -0.80, -0.68, 0.20, -0.63, 0.29, 0.40, 0.33, 0.37, 0.00, 0.26, 0.24, 0.40, 0.31, 0.26, 0.44, 0.26, 0.37, -0.49, -0.05, 0.56, -0.63, -0.43, 0.52, -0.46, -0.61, 0.19, -0.88, 0.44, 0.49, 0.46, 0.43]
}

No. 3
{
  "formula": "C28H27FMnN5O2",
  "method": "ωB97M-V/def2-TZVPD",
  "total_charge": 3,
  "gap_ev": [6.74, 7.46],
  "multiplicity": 4,
  "elements": ["Mn", "O", "C", "O", "C", "C", "C", "N", "C", "C", "C", "C", "C", "C", "C", "N", "C", "C", "C", "C", "C", "N", "H", "H", "H", "H", "H", "H", "H", "H", "H", "H", "F", "C", "C", "C", "C", "C", "C", "H", "H", "H", "H", "C", "C", "N", "C", "C", "N", "C", "C", "H", "H", "H", "H", "H", "H", "H", "H", "H", "H", "H", "H", "H"],
  "coordinates": [[-0.0666, 0.2137, -0.3817], [-1.1408, 7.6719, -0.6410], [0.0030, 7.6699, -0.6352], [1.1452, 7.6016, -0.6289], [-0.0367, 4.8459, -0.8980], [1.1611, 4.2120, -0.9075], [1.1065, 2.8150, -0.7289], [-0.0666, 2.1786, -0.6147], [-1.2250, 2.8484, -0.6737], [-1.2510, 4.2516, -0.8010], [-2.4216, 2.0085, -0.6032], [-3.7092, 2.5254, -0.7034], [-4.7947, 1.6651, -0.6880], [-4.5503, 0.3082, -0.5539], [-3.2386, -0.1263, -0.4311], [-2.1763, 0.6789, -0.4667], [2.2852, 1.9490, -0.6628], [3.5841, 2.4473, -0.7130], [4.6559, 1.5707, -0.7284], [4.3868, 0.2125, -0.6630], [3.0692, -0.2028, -0.5473], [2.0174, 0.6192, -0.5542], [2.0879, 4.7477, -1.0356], [-2.1709, 4.8147, -0.8106], [-3.8705, 3.5857, -0.7985], [-5.7994, 2.0463, -0.7753], [-5.3627, -0.4007, -0.5445], [-3.0491, -1.1799, -0.2971], [3.7577, 3.5110, -0.7316], [5.6676, 1.9396, -0.7839], [5.1831, -0.5153, -0.6834], [2.8625, -1.2579, -0.4342], [-0.1102, 0.5766, 5.7159], [-0.0782, 0.5081, 4.4015], [-0.8308, -0.4661, 3.7500], [-0.8131, -0.5166, 2.3684], [-0.0146, 0.3552, 1.6054], [0.7367, 1.3143, 2.3074], [0.7031, 1.4077, 3.6840], [-1.4255, -1.1524, 4.3341], [-1.4660, -1.2350, 1.8839], [1.3692, 2.0156, 1.7825], [1.2713, 2.1603, 4.2085], [0.9813, -4.5263, 0.3731], [0.8064, -3.0003, 0.5404], [0.0251, -2.4219, -0.5709], [0.6573, -2.7648, -1.8585], [0.7580, -4.2981, -2.0408], [0.2291, -4.9577, -0.8262], [-1.1960, -4.6064, -0.6659], [-1.3002, -3.0679, -0.5508], [0.5916, -5.0566, 1.2431], [2.0305, -4.8030, 0.2538], [1.7786, -2.5107, 0.6039], [0.2854, -2.7676, 1.4711], [1.6541, -2.3221, -1.9100], [0.0534, -2.3309, -2.6617], [1.7905, -4.6119, -2.1977], [0.1745, -4.6289, -2.9013], [0.3217, -5.9749, -0.9290], [-1.5899, -5.0997, 0.2239], [-1.7549, -4.9765, -1.5264], [-1.7912, -2.8153, 0.3903], [-1.8914, -2.6796, -1.3830]],
  "mulliken_spin": [2.38, 0.01, -0.01, 0.01, 0.70, 0.10, 0.02, -0.08, 0.03, 0.10, 0.01, 0.00, 0.00, 0.00, 0.00, -0.05, 0.02, -0.01, 0.01, 0.00, 0.01, -0.05, 0.03, 0.03, 0.00, 0.00, 0.00, 0.00, 0.00, 0.00, 0.00, 0.00, 0.01, 0.04, -0.02, 0.02, -0.31, 0.03, -0.02, 0.00, -0.01, 0.00, 0.00, 0.00, 0.01, -0.01, 0.00, 0.00, 0.00, 0.00, 0.01, 0.00, 0.00, 0.00, 0.00, 0.01, 0.00, 0.00, 0.00, 0.00, 0.00, 0.00, 0.00, 0.00]
}

No. 4
{
  "formula": "C26H40B2Br2F3NO5Si2",
  "method": "ωB97M-V/def2-TZVPD",
  "total_charge": 0,
  "gap_ev": 8.91,
  "multiplicity": 1,
  "elements": ["C", "C", "O", "C", "O", "C", "C", "C", "Si", "C", "O", "Si", "B", "C", "O", "B", "N", "O", "C", "Br", "C", "C", "Br", "C", "F", "C", "C", "H", "H", "H", "H", "H", "H", "H", "H", "H", "H", "H", "H", "H", "H", "H", "H", "H", "H", "H", "H", "H", "H", "H", "H", "H", "H", "H", "H", "H", "H", "F", "C", "C", "C", "C", "C", "C", "H", "H", "H", "H", "H", "F", "C", "C", "C", "C", "C", "C", "H", "H", "H", "H", "H"],
  "coordinates": [[3.6384, -2.4167, 3.0014], [2.6943, -3.5277, 3.4483], [2.2324, -4.3445, 2.3616], [1.5492, -3.7582, 1.3315], [2.0412, -3.6989, 0.2406], [0.1398, -3.3041, 1.6342], [0.0256, -2.0045, 2.4735], [-0.9581, -1.0057, 1.8443], [-0.3147, -0.0238, 0.3681], [1.5322, -0.2369, 0.2165], [-0.7778, 1.5633, 0.4766], [0.0698, 2.7662, 1.2646], [-1.3352, 4.1246, 1.8701], [-2.7811, 4.1167, 1.2633], [-1.0429, 5.0691, 2.8253], [1.0829, 2.1209, 2.9157], [0.2923, 1.9578, 4.0946], [2.4384, 1.9198, 3.0276], [1.2073, 3.5659, -0.0340], [1.0006, 2.9363, -1.8236], [2.0909, 4.5386, 0.1445], [2.9635, 5.1990, -0.8785], [2.2849, 5.2078, 1.9166], [-1.1716, -0.7009, -1.1932], [-2.4419, -1.2179, -0.8440], [-0.4112, -1.7255, -2.0230], [0.5901, -1.0774, -2.9912], [4.6778, -2.7333, 3.0739], [3.5235, -1.5506, 3.6570], [3.4365, -2.0985, 1.9788], [3.2096, -4.2277, 4.1028], [1.8463, -3.1386, 4.0165], [-0.3615, -4.1217, 2.1561], [-0.3733, -3.1810, 0.6807], [1.0059, -1.5497, 2.6295], [-0.3393, -2.2687, 3.4690], [-1.8377, -1.5593, 1.5003], [-1.3278, -0.3259, 2.6167], [2.0031, 0.5077, -0.4284], [1.7631, -1.2270, -0.1859], [2.0173, -0.1759, 1.1950], [-2.9304, 5.0449, 0.6966], [-3.5092, 4.1410, 2.0797], [-2.9732, 3.2735, 0.6006], [-0.6350, 4.7094, 3.6212], [-0.5756, 1.4606, 3.9394], [0.8000, 1.5385, 4.8672], [2.9200, 2.1848, 2.2383], [3.7060, 5.8336, -0.4024], [2.3590, 5.8009, -1.5589], [3.4865, 4.4411, -1.4634], [-1.3590, 0.1675, -1.8371], [-1.1595, -2.2752, -2.6009], [0.1066, -2.4626, -1.4028], [0.3181, -0.0410, -3.2019], [0.6550, -1.6366, -3.9227], [1.5934, -1.0438, -2.5630], [-2.6162, 1.4170, 3.8436], [-3.7298, 0.6608, 3.6451], [-4.4423, 0.8395, 2.4791], [-5.5673, 0.0528, 2.2766], [-5.9554, -0.8785, 3.2304], [-5.2140, -1.0307, 4.3938], [-4.0819, -0.2571, 4.6110], [-4.1155, 1.5704, 1.7530], [-6.1391, 0.1681, 1.3656], [-6.8340, -1.4872, 3.0655], [-5.5150, -1.7550, 5.1391], [-3.4829, -0.3595, 5.5057], [0.5329, 0.1882, -6.3815], [1.0607, -0.6782, -7.2707], [0.2176, -1.5511, -7.9285], [0.7683, -2.4388, -8.8418], [2.1361, -2.4466, -9.0783], [2.9593, -1.5593, -8.3987], [2.4241, -0.6617, -7.4859], [-0.8439, -1.5296, -7.7230], [0.1226, -3.1277, -9.3701], [2.5592, -3.1429, -9.7896], [4.0265, -1.5643, -8.5770], [3.0442, 0.0414, -6.9471]],
  "mulliken_charge": [-0.83, -0.18, -0.41, 0.20, -0.49, -0.32, -0.48, 0.19, -0.63, -0.73, -0.73, -0.44, 0.48, -0.94, -0.56, 0.85, -0.41, -0.74, 0.01, -0.18, 0.57, -1.41, -0.11, 0.56, -0.40, -0.42, -1.13, 0.35, 0.25, 0.22, 0.35, 0.20, 0.39, 0.29, 0.12, 0.64, 0.83, -0.54, 0.50, 0.38, 0.09, 0.38, 0.30, 0.22, 0.28, 0.14, 0.22, 0.30, 0.42, 0.30, 0.36, 0.47, 0.57, -0.10, 0.21, 0.37, 0.28, -0.29, 0.31, 0.05, -0.62, -0.58, -0.39, -0.54, 0.34, 0.40, 0.39, 0.38, 0.44, -0.31, 0.46, -0.50, -0.26, -0.55, -0.25, -0.49, 0.42, 0.35, 0.37, 0.35, 0.42]
}

No. 5
{
  "formula": "C4H15N2O",
  "method": "ωB97M-V/def2-TZVPD",
  "total_charge": 1,
  "e_above_lowest_ev": 1.853,
  "gap_ev": 11.63,
  "multiplicity": 1,
  "elements": ["C", "N", "C", "N", "C", "C", "H", "H", "H", "H", "H", "H", "H", "H", "H", "H", "H", "H", "H", "H", "H", "O"],
  "coordinates": [[-0.8749, -1.3891, 0.1488], [-0.6252, -2.1850, 1.4017], [-0.7062, 0.0624, 0.5131], [0.3842, 0.1147, 1.5962], [0.0335, 2.3956, -0.1525], [-0.3905, 1.0678, -0.5525], [-0.0979, -1.6002, -0.5776], [-1.8820, -1.4870, -0.1697], [0.2588, -2.6176, 1.0619], [-1.3115, -2.9132, 1.4635], [-1.5373, 0.5193, 1.1093], [1.1859, 0.1746, 1.0129], [0.4138, -0.7856, 2.1228], [0.4481, 0.9221, 2.1930], [-0.0278, 3.1162, -0.9909], [-0.4274, 2.8127, 0.7537], [1.0129, 2.2894, 0.3350], [0.3177, 0.5773, -1.2253], [-1.3058, 1.1996, -1.2122], [2.4577, -0.8308, -2.7595], [1.1178, -1.0484, -3.2533], [1.5562, -0.3946, -2.8183]],
  "mulliken_charge": [-0.72, -0.68, 0.02, -0.27, -1.29, -0.20, 0.29, 0.39, 0.27, 0.27, 0.35, 0.33, 0.41, 0.31, 0.33, 0.34, 0.35, 0.17, 0.34, 0.33, 0.29, -0.63]
}

How do the records compare in energy? In the order shown, they have -3350.9637, -3581.6661, -2757.3061, -7522.2305, -345.8776 Eh.
How do the records compare in max |F|? In the order shown, they have 0.0133, 0.0202, 0.0351, 0.0181, 0.0904 hartree/bohr.